1.
Density functional theory data (ωB97M-V/def2-TZVPD) for a cluster of 2 separate species, C4H13NO2 in total at a distorted geometry.

As for the multiplicity: 1. The value obtained for the LUMO energy is 0.0248 Ha. As for the charge: 0. As for the energy above the lowest of the compared OMol25 structures with the same formula, charge and spin: 221.6 kJ/mol.

Cartesian coordinates (Å):
H 0.348 1.748 -0.868
N 0.435 0.769 -0.770
H 1.979 -0.870 -1.096
C 1.833 0.185 -1.177
C 0.901 0.392 1.809
C -0.012 0.323 0.525
O -0.959 -1.636 1.560
H -2.296 0.484 -1.970
H 0.405 -0.224 2.592
H -0.857 -1.369 -0.639
H -3.767 0.410 -1.655
H 0.522 -1.894 0.307
H -1.792 -2.090 1.364
H 0.860 1.468 2.075
H 2.679 0.776 -0.700
O -2.961 1.058 -1.756
H -0.859 1.111 0.704
C -0.318 -1.222 0.366
H 1.957 0.525 -2.287
H 1.901 0.054 1.615

Force components x, y, z for each atom (eV/Å):
H 0.5 1.0 -0.2
N 2.7 -2.8 -0.4
H -0.4 -0.5 0.3
C -0.5 4.7 -1.8
C -1.6 1.3 -0.7
C -0.3 -0.4 0.6
O -1.4 -0.7 -0.1
H 3.2 -2.2 -0.9
H 0.5 0.6 -0.5
H 0.1 0.1 1.6
H 2.2 2.1 -0.3
H 1.1 0.5 -0.3
H 0.4 0.2 0.1
H 0.6 -0.6 0.4
H -0.9 -1.0 0.0
O -5.3 0.2 1.2
H 0.6 -2.4 0.1
C -1.7 1.3 -0.9
H -0.3 -1.0 1.7
H 0.5 -0.1 0.0

***

2.
Density functional theory data (ωB97M-V/def2-TZVPD) for a cluster of 2 separate species, C4H13NO2S in total at a distorted geometry.

As for the multiplicity: 1. The value obtained for the LUMO energy is 0.0233 Ha. As for the charge: 0. As for the energy above the lowest of the compared OMol25 structures with the same formula, charge and spin: 80.0 kJ/mol.

Cartesian coordinates (Å):
H 1.176 -1.017 1.601
O -3.587 1.198 2.072
N 0.468 -0.358 1.329
H 0.156 -1.784 -0.816
H -3.589 0.250 1.897
C -0.130 -0.747 -1.016
H -2.793 1.498 1.620
C 0.190 0.693 2.278
H 1.699 -0.005 -0.318
H -1.425 -0.279 2.890
S 1.846 -0.538 -3.019
H 2.015 -1.835 -2.730
H 1.110 0.897 2.841
H -0.147 0.692 -2.590
H -1.198 -0.647 -0.797
C 0.108 -0.365 -2.468
O -0.769 0.329 3.234
C 0.690 0.098 -0.036
H 0.504 1.161 -0.181
H -0.507 -0.817 -3.246
H -0.104 1.622 1.791

Force components x, y, z for each atom (eV/Å):
H 0.1 0.1 0.4
O 0.1 -0.3 -0.2
N -0.9 0.9 -0.7
H -0.2 -0.1 -0.2
H -0.2 0.1 0.1
C -0.1 0.0 -0.1
H 0.0 0.2 0.1
C 0.9 -0.7 0.7
H 1.5 -0.2 -0.3
H 0.1 0.0 -0.4
S 0.0 0.3 0.0
H -0.2 0.0 0.0
H -0.3 0.3 0.2
H 0.4 0.1 0.1
H 0.1 0.0 0.1
C 0.2 0.4 -0.4
O 0.1 0.1 0.8
C -0.9 -0.5 -0.4
H -0.4 0.1 0.3
H -0.2 -0.6 0.5
H -0.1 -0.1 -0.4

***

3.
Density functional theory data (ωB97M-V/def2-TZVPD) for a cluster of 2 separate species, C4H13NO2S in total at a distorted geometry.

As for the multiplicity: 2. The value obtained for the LUMO energy (alpha / beta) is -0.1240 / -0.3015 Ha. As for the charge: +1. As for the energy above the lowest of the compared OMol25 structures with the same formula, charge and spin: 59.7 kJ/mol.

Cartesian coordinates (Å):
C -1.641 0.609 -0.688
H 0.704 -1.931 -0.300
S -2.013 1.412 -3.409
H 0.472 0.512 -0.595
H -3.350 1.335 -3.263
H 3.989 0.324 0.879
H -0.235 1.239 0.973
N -0.324 -0.688 0.921
H -1.654 -0.401 -1.142
H 1.780 -2.209 2.341
H 3.367 -0.560 1.982
H -2.556 0.661 -0.079
C -0.321 0.529 0.149
O 4.205 -0.338 1.543
H -0.040 -2.768 1.207
H -0.469 2.065 -1.748
H -0.471 -0.549 1.924
C -1.523 1.760 -1.683
C 0.454 -1.897 0.762
H -2.011 2.643 -1.260
O 1.636 -1.747 1.487

Force components x, y, z for each atom (eV/Å):
C -0.4 -1.2 0.0
H 0.0 -0.7 0.1
S 0.1 0.0 0.6
H 0.3 0.1 0.3
H 0.2 0.1 0.2
H 0.0 0.0 0.1
H 0.1 0.9 -0.8
N 0.4 0.2 1.4
H -0.2 0.7 -0.4
H -0.9 0.0 -0.9
H 0.5 0.3 -0.4
H 0.5 0.1 0.0
C -0.3 -1.0 1.0
O -0.3 -0.1 0.3
H -0.7 0.2 -0.8
H -0.2 -0.1 -0.3
H -0.6 0.2 -0.2
C 0.2 0.5 -0.1
C 0.7 -0.8 -0.1
H -0.2 -0.2 -0.3
O 0.9 0.9 0.4

***

4.
Density functional theory data (ωB97M-V/def2-TZVPD) for a cluster of 4 separate species, C4H13NO3 in total at a distorted geometry.

As for the multiplicity: 2. The value obtained for the LUMO energy (alpha / beta) is 0.1295 / 0.0806 Ha. As for the charge: -1. As for the energy above the lowest of the compared OMol25 structures with the same formula, charge and spin: 219.7 kJ/mol.

Cartesian coordinates (Å):
H 0.813 -1.499 -0.543
H 1.022 0.223 -0.280
H 3.103 0.733 -0.222
H 1.446 0.231 1.722
C -3.876 -0.068 -1.121
O -1.920 1.241 1.570
H 2.190 -1.424 1.265
H -4.770 0.196 -1.694
N -0.906 -0.499 0.188
C -1.361 0.729 0.584
H -0.929 1.526 -0.163
H 0.549 -1.372 2.104
C 1.277 -0.881 1.437
C 0.612 -0.654 0.112
H -3.702 0.675 -0.383
H 3.357 -0.927 -1.548
O 3.062 -0.775 -0.618
H -2.970 -0.203 -1.731
H 3.779 2.183 -0.130
H -3.866 -1.089 -0.696
O 3.090 1.654 0.145

Force components x, y, z for each atom (eV/Å):
H -0.3 0.3 -0.1
H 0.4 1.3 -1.1
H 0.6 -1.3 -0.6
H 0.3 -2.2 0.6
C 0.7 -1.5 -0.8
O 0.3 -2.2 -1.7
H 0.3 0.0 0.1
H 0.2 -0.4 0.0
N 0.2 0.3 1.0
C 1.8 2.8 0.7
H -0.7 -1.1 0.3
H 0.6 0.1 0.1
C -1.2 2.5 1.1
C -2.0 -1.9 -0.7
H 0.1 0.4 0.7
H -0.3 0.2 1.1
O 0.9 -0.3 -1.4
H -0.4 0.8 -0.3
H 2.3 1.2 -1.1
H -0.8 0.6 0.3
O -2.8 0.0 1.8

***

5.
Density functional theory data (ωB97M-V/def2-TZVPD) for a cluster of 3 separate species, C4H13NO3 in total at a distorted geometry.

As for the multiplicity: 2. The value obtained for the LUMO energy (alpha / beta) is 0.1221 / 0.1185 Ha. As for the charge: -1. As for the energy above the lowest of the compared OMol25 structures with the same formula, charge and spin: 218.6 kJ/mol.

Cartesian coordinates (Å):
H -1.140 -1.056 0.795
H 0.552 0.120 -1.747
N 1.930 0.322 0.595
H -0.931 -1.112 -1.632
C -0.934 1.114 0.512
H -0.202 2.022 0.964
H 0.571 -1.544 -1.174
H 0.188 1.540 -4.219
O 0.818 -0.734 2.486
H 0.569 0.102 -4.393
H 1.661 0.658 -0.329
O 0.911 0.955 -4.347
H -0.692 -1.407 3.211
C 0.868 -0.367 1.314
H -1.226 1.390 -0.558
H 2.835 0.362 0.926
H -1.828 1.142 1.221
C -0.020 -0.746 -1.149
C -0.382 -0.395 0.281
H -1.870 -1.087 4.032
O -1.678 -1.279 3.211

Force components x, y, z for each atom (eV/Å):
H 0.8 0.5 -1.0
H -1.7 -1.8 1.0
N -3.9 -1.8 1.4
H 0.0 0.8 -0.5
C -0.1 1.4 -0.5
H -1.5 -2.9 -1.4
H 2.9 -3.4 0.0
H -1.4 0.9 0.3
O 1.2 0.4 -1.5
H -1.3 -2.6 -0.1
H 0.6 -0.2 0.5
O 2.7 1.7 -0.2
H -1.0 0.5 -0.5
C -0.1 1.1 -2.8
H 0.1 0.3 1.6
H 1.9 0.3 0.7
H 1.1 -0.2 -1.1
C -1.7 4.1 -0.5
C 0.8 1.4 4.0
H -1.8 1.6 6.6
O 2.4 -2.0 -6.1

***

6.
Density functional theory data (ωB97M-V/def2-TZVPD) for a cluster of 2 separate species, C4H13NO3 in total at a distorted geometry.

As for the multiplicity: 1. The value obtained for the LUMO energy is 0.0214 Ha. As for the charge: 0. As for the energy above the lowest of the compared OMol25 structures with the same formula, charge and spin: 228.2 kJ/mol.

Cartesian coordinates (Å):
C -0.600 0.530 1.944
H 0.690 1.131 -2.239
H -0.948 -0.138 2.717
O 0.418 1.177 2.740
H -0.707 -0.816 0.399
H 1.565 -1.762 -0.622
H 1.661 0.792 0.115
H 0.439 1.774 -0.034
H -1.193 -1.167 -1.569
H 1.213 -0.463 -1.889
H -0.855 -0.320 -3.128
H 1.732 -2.315 0.754
O 1.851 -2.566 -0.175
C 0.605 0.685 -0.159
N -0.048 -0.185 0.829
C 0.460 0.284 -1.590
H -1.341 1.345 1.692
H -2.075 0.561 -0.800
H 1.009 0.454 2.974
C -0.941 -0.205 -2.042
O -1.983 0.734 -1.743

Force components x, y, z for each atom (eV/Å):
C 0.2 1.0 1.4
H 0.1 0.2 0.2
H -1.3 -0.8 -0.6
O 0.1 0.2 -1.1
H -0.1 -0.1 0.2
H 0.1 -0.1 -0.1
H 0.3 -0.8 -0.2
H -1.4 -0.4 0.1
H 0.1 0.0 -0.4
H -0.3 -0.1 0.1
H -0.4 -0.2 0.2
H 0.0 -0.2 -0.3
O -0.1 0.2 0.4
C 1.1 1.3 1.0
N 0.3 0.6 -0.3
C -0.4 -0.4 -1.1
H 0.7 -0.8 0.2
H -0.6 0.7 0.1
H 0.2 0.1 0.1
C 0.7 0.2 -0.1
O 0.7 -0.7 0.2

***

7.
Density functional theory data (ωB97M-V/def2-TZVPD) for a cluster of 3 separate species, C4H13NO3 in total.

As for the multiplicity: 1. The value obtained for the LUMO energy is 0.0249 Ha. As for the charge: 0. As for the energy above the lowest of the compared OMol25 structures with the same formula, charge and spin: 69.7 kJ/mol.

Cartesian coordinates (Å):
H -1.767 0.151 1.006
H 0.926 -0.110 -2.325
H -0.701 0.929 2.568
H -3.039 0.898 1.422
C 0.545 1.980 0.141
H -0.532 0.729 -1.850
C -0.145 -1.195 -0.794
O 0.171 0.852 2.985
H 2.080 0.962 -0.619
H 0.540 1.732 2.836
H 0.260 -3.303 -0.888
C 0.731 -2.377 -1.185
H -0.035 -1.023 0.276
H -1.181 -1.386 -1.038
O -2.530 0.095 1.594
H 0.933 -2.426 -2.266
H 1.701 -2.367 -0.712
O -0.642 2.239 0.212
C 0.285 0.124 -1.474
H 1.324 2.521 0.710
N 1.076 0.976 -0.596

Force components x, y, z for each atom (eV/Å):
H -0.2 0.1 -0.2
H -0.1 0.0 -0.1
H -0.1 -0.2 0.2
H 0.2 -0.1 -0.1
C 0.0 -0.5 -0.2
H -0.3 -0.1 0.1
C 0.5 0.6 -0.3
O 0.0 0.4 -0.3
H 0.1 -0.3 -0.1
H 0.0 -0.2 0.2
H -0.1 -0.3 0.0
C -0.1 -0.1 -0.5
H -0.3 -0.1 0.2
H -0.3 -0.2 0.1
O 0.1 0.1 0.1
H -0.3 0.0 0.2
H 0.4 0.2 0.3
O 0.1 0.0 0.1
C 0.6 -0.1 0.0
H -0.1 0.1 -0.1
N 0.0 0.7 0.2

***

8.
Density functional theory data (ωB97M-V/def2-TZVPD) for a cluster of 2 separate species, C4H13NO3 in total at a distorted geometry.

As for the multiplicity: 1. The value obtained for the LUMO energy is 0.0230 Ha. As for the charge: 0. As for the energy above the lowest of the compared OMol25 structures with the same formula, charge and spin: 349.6 kJ/mol.

Cartesian coordinates (Å):
H 0.263 1.341 0.064
O 0.913 1.107 -0.654
N -1.635 -0.566 0.741
O -1.026 0.853 1.120
C 3.004 0.035 -1.048
H -3.417 -0.003 1.646
H -1.610 -0.675 -1.392
H 2.589 1.558 0.441
H -1.626 1.561 0.827
C -1.090 -1.021 -0.485
O 1.812 -0.274 0.978
H -3.413 0.212 -0.127
H 1.103 0.066 1.550
H 3.918 -0.313 -0.572
H -0.994 -2.096 -0.450
C 2.099 0.674 -0.010
H 3.237 0.759 -1.825
H 2.490 -0.815 -1.496
H -0.049 -0.555 -0.599
H -3.498 -1.423 0.586
C -3.071 -0.425 0.704

Force components x, y, z for each atom (eV/Å):
H 0.7 -0.4 -0.9
O 0.2 0.6 0.5
N 0.2 1.9 1.5
O -1.1 -1.7 -0.4
C -0.3 0.1 0.3
H -0.1 -0.1 0.0
H -0.3 -0.2 0.2
H -0.1 -0.2 0.0
H -0.3 -0.4 -0.1
C 2.3 1.3 -1.3
O -0.1 -0.2 0.4
H 0.0 -0.1 0.0
H 0.3 -0.1 -0.2
H 0.0 0.0 0.0
H -0.1 -0.3 0.0
C 0.1 0.6 -0.4
H 0.1 0.0 0.0
H 0.0 0.0 0.0
H -1.5 -1.2 0.2
H 0.1 0.1 0.0
C 0.0 0.4 0.3

***

9.
Density functional theory data (ωB97M-V/def2-TZVPD) for a cluster of 3 separate species, C4H13NO3 in total at a distorted geometry.

As for the multiplicity: 1. The value obtained for the LUMO energy is 0.0135 Ha. As for the charge: 0. As for the energy above the lowest of the compared OMol25 structures with the same formula, charge and spin: 183.1 kJ/mol.

Cartesian coordinates (Å):
H 0.203 2.386 -1.880
C 0.779 0.574 1.915
H -0.280 -1.004 1.111
H 2.376 -1.419 -2.641
H -1.701 1.506 0.797
H -1.850 -3.856 -0.969
H -0.826 0.231 -0.301
O -1.253 -3.442 -0.359
O 1.671 0.741 2.761
C 0.495 1.506 0.819
H -1.188 1.428 -1.982
H 1.316 1.499 0.086
H -1.310 -3.906 0.502
H 1.245 -1.646 -1.595
H -1.381 3.079 -1.365
H 0.310 -1.261 2.707
N 0.129 -0.676 1.945
C -0.713 2.105 -1.233
C -0.809 1.328 0.125
O 2.155 -1.668 -1.770
H 0.632 2.495 1.327

Force components x, y, z for each atom (eV/Å):
H -0.5 -0.6 2.3
C 2.2 -3.4 2.3
H -0.6 -0.6 -0.5
H -0.2 0.5 -1.4
H 0.9 0.0 -1.2
H -0.5 -0.5 -0.2
H -0.3 1.8 1.3
O 0.6 0.3 1.2
O -1.5 0.7 -1.0
C 0.8 1.6 0.9
H -0.1 0.5 0.4
H -0.1 -0.4 0.3
H -0.1 0.3 -1.0
H -1.9 0.1 -0.2
H 1.3 -1.9 0.8
H 0.5 -0.9 0.9
N 0.1 3.1 -0.9
C -2.6 1.7 -2.9
C 0.5 -1.3 -2.1
O 2.1 -0.6 1.6
H -0.4 -0.5 -0.6

***

10.
Density functional theory data (ωB97M-V/def2-TZVPD) for a cluster of 4 separate species, C4H13NO3 in total at a distorted geometry.

As for the multiplicity: 1. The value obtained for the LUMO energy is -0.2106 Ha. As for the charge: 0. As for the energy above the lowest of the compared OMol25 structures with the same formula, charge and spin: 949.3 kJ/mol.

Cartesian coordinates (Å):
H -0.405 -0.509 1.497
C 0.260 -0.155 -0.691
H 2.474 -3.102 -1.985
H -3.927 0.880 1.614
O -1.495 1.216 1.930
H 0.690 -0.905 -0.043
C -1.006 0.394 1.098
C -4.056 1.257 0.575
N -1.091 0.414 -0.255
H -4.404 0.451 -0.077
H 4.080 -1.575 0.514
H 2.213 0.433 -1.129
O 2.241 -2.189 -1.743
H 1.419 1.580 0.036
H 0.842 1.810 -1.508
H 2.803 -1.859 -0.818
C 1.191 0.974 -0.889
H -4.942 2.024 0.582
H -3.043 1.590 0.276
O 3.180 -1.259 0.311
H 0.087 -0.687 -1.717

Force components x, y, z for each atom (eV/Å):
H -0.9 1.1 -0.3
C -3.8 -1.6 -2.0
H -0.1 0.5 0.2
H -0.4 0.1 -0.7
O 1.7 -2.1 -3.0
H 0.0 0.0 0.5
C -0.8 0.5 4.7
C -1.3 0.6 0.7
N 3.6 -0.8 -1.0
H 0.3 0.0 0.1
H -0.4 0.3 -0.2
H -1.8 1.1 0.0
O 0.4 0.1 0.4
H -0.3 -1.2 -0.3
H 0.2 -0.9 -0.8
H -0.7 -0.3 -0.3
C 3.0 2.3 0.8
H 2.1 -1.0 -0.1
H -1.3 0.4 -0.2
O 0.3 -0.2 -0.1
H 0.3 0.9 1.5

***

11.
Density functional theory data (ωB97M-V/def2-TZVPD) for a cluster of 3 separate species, C4H13NO3 in total at a distorted geometry.

As for the multiplicity: 1. The value obtained for the LUMO energy is 0.0268 Ha. As for the charge: 0. As for the energy above the lowest of the compared OMol25 structures with the same formula, charge and spin: 95.0 kJ/mol.

Cartesian coordinates (Å):
H 0.858 1.255 0.823
H -0.570 2.702 -2.334
H 0.226 3.363 -0.924
C -0.088 2.423 -1.404
H -1.031 -2.870 2.172
H -0.284 -3.427 0.966
C 0.017 -0.548 -1.445
O -1.058 -2.907 1.230
H -0.373 -1.398 -2.058
H -0.389 2.451 1.450
H -1.908 -0.127 -1.403
H -0.682 0.774 1.578
C -0.871 1.549 -0.429
H 2.487 -1.986 1.588
C -0.190 1.514 0.939
O 2.223 -2.834 1.984
H 2.445 -3.521 1.333
H -1.894 1.906 -0.295
O 1.201 -0.527 -1.201
N -1.031 0.214 -1.056
H 0.912 1.992 -1.514

Force components x, y, z for each atom (eV/Å):
H 0.1 0.2 0.2
H -0.1 -0.4 -0.2
H -0.6 0.0 0.1
C 1.1 1.0 1.2
H 0.2 0.0 1.0
H -0.2 0.3 0.3
C -1.0 -2.0 -0.6
O 0.0 -0.3 -1.3
H 0.0 0.2 0.1
H 0.5 0.3 -0.1
H -0.2 0.3 0.1
H 0.2 -0.2 -0.2
C -0.3 -0.2 -0.6
H -0.2 -0.5 0.0
C -0.9 -0.6 -0.1
O 0.1 -0.1 -0.3
H 0.0 0.5 0.3
H 0.1 0.2 -0.1
O 0.2 1.1 0.5
N 1.4 0.5 0.4
H -0.3 -0.4 -0.7

***

12.
Density functional theory data (ωB97M-V/def2-TZVPD) for a cluster of 3 separate species, C4H13NO3 in total at a distorted geometry.

As for the multiplicity: 1. The value obtained for the LUMO energy is 0.0062 Ha. As for the charge: 0. As for the energy above the lowest of the compared OMol25 structures with the same formula, charge and spin: 386.1 kJ/mol.

Cartesian coordinates (Å):
O 2.533 2.020 -2.136
H 0.353 -0.106 2.302
H 3.615 0.674 -0.239
H 1.044 -0.577 0.785
C 0.172 -0.770 1.411
H 1.723 1.878 -2.452
O -2.950 -2.976 -0.628
O 3.501 0.443 0.737
C -1.081 1.193 0.405
N -1.137 -0.303 0.800
H -0.101 1.674 0.260
H -1.547 -0.311 -1.244
H -3.507 -1.368 0.192
H -0.572 -1.872 -0.826
H 0.031 -1.787 1.637
H -1.586 1.739 1.273
C -1.416 -1.076 -0.391
H 2.514 0.840 0.740
C -2.740 -1.816 -0.333
H 2.885 1.153 -1.879
H -1.732 1.348 -0.414

Force components x, y, z for each atom (eV/Å):
O 5.3 0.5 2.3
H -0.3 -1.1 -0.4
H 0.7 -0.6 2.0
H -0.1 -0.4 -0.5
C -1.3 3.1 0.3
H -5.1 -0.9 -2.0
O 0.7 0.7 -0.6
O -3.7 2.0 -2.5
C -0.8 -0.6 3.5
N 2.0 1.3 -0.8
H 0.0 -0.6 -0.2
H 0.2 -1.4 0.8
H -1.9 2.0 1.1
H -1.9 2.0 1.5
H 0.3 -1.2 0.6
H 0.8 -0.5 -1.0
C 1.0 -0.9 -3.4
H 3.2 -1.3 0.7
C 1.6 -2.6 0.2
H -0.3 0.4 -0.5
H -0.4 0.2 -0.9